Run w
Molecular formula: C18H36O18
Method: DFT, ωB97M-V/def2-TZVPD

## Properties
- frontier orbital gap (eV) = 11.04
- net charge = 0
- structure (SMILES) = COC(=O)OC.COC(=O)OC.COC(=O)OC.COC(=O)OC.COC(=O)OC.COC(=O)OC
- lowest unoccupied orbital energy (eV) = 0.44

Each line ends with the Mulliken charge.
Element x y z (Å)
C: 13.177 -0.767 -10.000  -0.656
O: 12.832 -1.020 -11.315  -0.298
C: 12.986 -0.082 -12.282  0.724
O: 13.336 1.051 -12.033  -0.552
O: 12.751 -0.644 -13.508  -0.251
C: 13.272 0.091 -14.665  -0.626
H: 12.372 -0.398 -9.365  0.270
H: 14.055 -0.127 -9.911  0.326
H: 13.445 -1.759 -9.637  0.240
H: 12.696 -0.250 -15.526  0.223
H: 14.347 -0.088 -14.654  0.293
H: 13.060 1.160 -14.649  0.307
C: 22.254 -3.277 -21.775  -0.567
O: 22.849 -4.588 -21.996  -0.313
C: 22.961 -5.461 -21.062  0.793
O: 22.846 -5.187 -19.853  -0.597
O: 23.192 -6.713 -21.667  -0.287
C: 23.243 -7.878 -20.907  -0.608
H: 22.161 -2.784 -22.743  0.204
H: 22.903 -2.703 -21.114  0.287
H: 21.306 -3.472 -21.272  0.287
H: 22.386 -8.180 -20.306  0.251
H: 24.037 -7.793 -20.165  0.296
H: 23.555 -8.695 -21.558  0.254
C: 12.316 -4.227 -17.818  -0.602
O: 10.966 -3.913 -17.582  -0.294
C: 10.129 -4.784 -17.047  0.816
O: 10.413 -5.892 -16.592  -0.588
O: 8.859 -4.317 -17.166  -0.305
C: 7.806 -5.290 -17.037  -0.613
H: 12.539 -5.232 -17.458  0.332
H: 12.993 -3.487 -17.391  0.205
H: 12.490 -4.181 -18.892  0.255
H: 6.901 -4.770 -17.352  0.218
H: 7.767 -5.642 -16.006  0.277
H: 7.975 -6.146 -17.691  0.299
C: 16.415 -9.730 -22.961  -0.608
O: 17.005 -8.503 -23.212  -0.275
C: 17.429 -8.081 -24.409  0.763
O: 17.936 -6.969 -24.504  -0.567
O: 17.232 -8.941 -25.426  -0.336
C: 17.520 -8.545 -26.754  -0.616
H: 16.014 -9.987 -21.980  0.254
H: 17.146 -10.501 -23.202  0.288
H: 15.553 -9.885 -23.610  0.278
H: 18.543 -8.247 -26.987  0.284
H: 16.773 -7.790 -26.998  0.290
H: 17.396 -9.394 -27.427  0.244
C: 25.102 -10.817 -13.508  -0.627
O: 24.733 -9.457 -13.635  -0.280
C: 24.034 -9.123 -14.702  0.788
O: 23.674 -9.842 -15.646  -0.579
O: 23.686 -7.781 -14.527  -0.314
C: 22.653 -7.128 -15.151  -0.603
H: 25.626 -10.877 -12.554  0.218
H: 25.835 -10.991 -14.295  0.306
H: 24.258 -11.498 -13.615  0.291
H: 21.840 -6.709 -14.559  0.241
H: 22.240 -7.809 -15.895  0.321
H: 23.138 -6.329 -15.712  0.240
C: 14.976 -5.841 -14.181  -0.632
O: 15.906 -6.401 -15.126  -0.300
C: 16.646 -5.655 -15.994  0.721
O: 16.789 -4.471 -15.981  -0.534
O: 17.238 -6.591 -16.815  -0.283
C: 17.936 -6.331 -18.026  -0.643
H: 14.113 -6.505 -14.238  0.270
H: 14.543 -4.865 -14.400  0.304
H: 15.397 -5.759 -13.179  0.265
H: 18.651 -7.059 -18.410  0.246
H: 18.621 -5.504 -17.838  0.306
H: 17.186 -6.160 -18.798  0.280

Run x
Molecular formula: C18H36O18
Method: DFT, ωB97M-V/def2-TZVPD

## Properties
- frontier orbital gap (eV) = 10.98
- net charge = 0
- structure (SMILES) = COC(=O)OC.COC(=O)OC.COC(=O)OC.COC(=O)OC.COC(=O)OC.COC(=O)OC
- lowest unoccupied orbital energy (eV) = 0.32

Each line ends with the Mulliken charge.
Element x y z (Å)
C: 9.155 16.036 -28.039  -0.618
O: 9.543 16.744 -26.829  -0.312
C: 10.368 17.817 -27.035  0.788
O: 10.936 18.083 -28.087  -0.562
O: 10.328 18.582 -25.917  -0.292
C: 10.726 19.924 -26.027  -0.617
H: 8.168 15.576 -28.001  0.226
H: 9.961 15.307 -27.961  0.276
H: 9.258 16.646 -28.937  0.309
H: 10.813 20.376 -25.039  0.229
H: 10.108 20.541 -26.679  0.283
H: 11.699 19.908 -26.519  0.289
C: 22.451 19.933 -29.469  -0.618
O: 21.231 19.668 -28.801  -0.281
C: 20.087 20.389 -29.060  0.708
O: 20.044 21.404 -29.727  -0.535
O: 19.029 19.678 -28.500  -0.283
C: 17.640 19.936 -28.832  -0.651
H: 23.197 19.257 -29.049  0.235
H: 22.825 20.942 -29.295  0.291
H: 22.389 19.780 -30.547  0.287
H: 17.238 19.405 -29.695  0.277
H: 17.336 20.982 -28.882  0.308
H: 17.107 19.619 -27.936  0.262
C: 13.829 33.193 -23.783  -0.652
O: 13.898 34.511 -24.307  -0.280
C: 12.833 34.988 -24.965  0.746
O: 11.766 34.422 -25.213  -0.558
O: 13.016 36.322 -25.187  -0.297
C: 12.200 37.081 -26.069  -0.594
H: 12.962 33.038 -23.141  0.306
H: 14.712 33.086 -23.152  0.246
H: 13.886 32.360 -24.484  0.290
H: 12.153 36.504 -26.992  0.288
H: 12.572 38.085 -26.276  0.230
H: 11.185 37.228 -25.701  0.273
C: 19.326 22.895 -11.451  -0.607
O: 18.323 21.979 -10.968  -0.316
C: 17.335 21.409 -11.668  0.785
O: 16.896 21.891 -12.704  -0.568
O: 16.910 20.283 -11.043  -0.299
C: 16.028 19.407 -11.835  -0.646
H: 18.874 23.824 -11.797  0.289
H: 19.946 22.400 -12.199  0.278
H: 19.944 23.287 -10.644  0.243
H: 15.022 19.487 -11.423  0.263
H: 16.246 18.351 -11.677  0.253
H: 15.963 19.678 -12.889  0.326
C: 14.777 25.340 -31.370  -0.586
O: 13.968 26.452 -30.837  -0.289
C: 13.358 26.276 -29.643  0.731
O: 13.540 25.285 -28.920  -0.572
O: 12.577 27.398 -29.372  -0.279
C: 12.031 27.708 -28.115  -0.635
H: 15.508 25.043 -30.619  0.292
H: 15.243 25.648 -32.306  0.219
H: 14.171 24.444 -31.505  0.283
H: 11.123 27.152 -27.882  0.282
H: 11.717 28.738 -27.949  0.273
H: 12.708 27.501 -27.287  0.280
C: 16.674 24.788 -19.349  -0.572
O: 15.750 25.737 -19.961  -0.320
C: 15.407 25.681 -21.284  0.793
O: 14.430 26.366 -21.645  -0.562
O: 16.314 24.916 -21.993  -0.296
C: 16.208 24.710 -23.371  -0.685
H: 16.743 23.846 -19.892  0.287
H: 16.337 24.570 -18.336  0.252
H: 17.642 25.290 -19.337  0.258
H: 15.807 23.702 -23.474  0.270
H: 17.186 24.616 -23.844  0.239
H: 15.593 25.459 -23.870  0.336

Computed energies relative to the best structure, in kcal/mol: run w 0.0; run x 7.2